# 1
{"formula": "C16H22INaO4P2S", "method": "wB97M-V/def2-TZVPD", "energy_ha": -2464.79516, "e_above_lowest_kj_mol": 45.4, "total_charge": -2, "molar_mass_g_mol": 522.26, "homo_energy_ev": -1.42, "species": ["Na", "C", "P", "C", "C", "C", "P", "C", "C", "H", "H", "H", "H", "H", "H", "H", "H", "H", "H", "H", "H", "H", "H", "H", "H", "I", "C", "C", "C", "C", "C", "C", "C", "C", "C", "C", "H", "H", "H", "H", "H", "H", "O", "S", "O", "O", "O"], "xyz": [[-1.03507, -0.55155, -0.01792], [4.38172, 0.79367, -0.99690], [2.95860, -0.22823, -0.37024], [3.29360, -0.00914, 1.43170], [3.73375, -1.89779, -0.65171], [3.03299, -3.08640, 0.05110], [1.16344, -2.80117, 0.35602], [0.74860, -2.95535, -1.44465], [0.81100, -4.53000, 0.89825], [4.21286, 1.84374, -0.74524], [4.43763, 0.71759, -2.08525], [5.33601, 0.47107, -0.56769], [4.30689, -0.33163, 1.69072], [2.56317, -0.58599, 1.99944], [3.17484, 1.04757, 1.68071], [4.78819, -1.81933, -0.36204], [3.70599, -2.05195, -1.73487], [3.48894, -3.22259, 1.04049], [3.21059, -4.00567, -0.51783], [1.23294, -3.84803, -1.85294], [1.11240, -2.07586, -1.98218], [-0.32665, -3.03159, -1.59240], [1.47308, -5.23786, 0.39173], [-0.23173, -4.74313, 0.65728], [0.94624, -4.61872, 1.97828], [0.76420, 3.02640, 0.39116], [-1.15447, 3.91402, 0.27337], [-1.19905, 5.28025, 0.26424], [-2.45366, 5.92554, 0.17806], [-3.59406, 5.17846, 0.10543], [-3.55162, 3.76148, 0.11612], [-4.73947, 2.99841, 0.05100], [-4.66676, 1.63251, 0.08684], [-3.42100, 0.97422, 0.17671], [-2.19481, 1.63471, 0.22905], [-2.29722, 3.06438, 0.20512], [-0.28915, 5.86218, 0.32074], [-2.49696, 7.00884, 0.17253], [-4.56402, 5.66488, 0.04207], [-5.69388, 3.51084, -0.02725], [-5.57840, 1.04304, 0.04571], [-3.43865, -0.11214, 0.19840], [-2.31613, -4.14830, -0.46226], [-2.43079, -2.75032, -0.02647], [-3.65474, -2.49523, 0.73554], [-1.23290, -2.39655, 0.85694], [-2.31650, -1.81929, -1.18694]], "forces_ev_per_angstrom": [[0.5, 1.6, -0.1], [-0.1, -0.1, 0.0], [0.2, 0.0, 0.1], [0.0, 0.0, -0.1], [-0.2, -0.1, 0.1], [0.0, 0.5, 0.3], [0.9, -0.3, -0.6], [-0.1, -0.1, 0.2], [-0.1, 0.2, 0.0], [0.0, 0.0, 0.0], [0.0, 0.0, 0.0], [0.0, 0.0, 0.0], [0.0, 0.0, 0.0], [0.0, 0.0, 0.0], [0.0, 0.0, 0.0], [0.1, -0.1, 0.0], [0.0, 0.0, 0.0], [0.0, 0.0, 0.0], [0.0, 0.0, 0.0], [0.0, 0.0, 0.0], [0.0, 0.0, 0.0], [0.0, 0.0, 0.0], [0.0, 0.0, 0.0], [0.0, 0.0, 0.0], [0.0, 0.0, 0.0], [-0.1, 0.0, 0.0], [0.1, -0.1, 0.0], [-0.1, 0.0, 0.0], [0.0, 0.0, 0.0], [0.0, 0.0, 0.0], [0.1, -0.1, 0.0], [0.0, 0.0, 0.0], [0.0, 0.0, 0.0], [0.2, 0.2, 0.1], [-0.1, 0.1, 0.0], [0.0, 0.0, 0.0], [0.0, 0.0, 0.0], [0.0, 0.0, 0.0], [0.0, 0.0, 0.0], [0.0, 0.0, 0.0], [0.0, 0.0, 0.0], [-0.2, 0.0, 0.0], [0.1, -0.1, 0.0], [-0.1, -0.4, 0.5], [-0.2, 0.0, -0.1], [-0.5, -1.1, 0.2], [-0.3, -0.3, -0.4]], "lowdin_charge": [0.25, -0.33, 0.80, -0.32, -0.47, -0.45, 0.87, -0.27, -0.28, 0.02, 0.02, 0.02, 0.03, 0.02, 0.00, 0.05, 0.06, 0.06, 0.05, 0.04, 0.02, 0.01, 0.02, 0.02, 0.03, 0.81, -0.64, -0.21, -0.13, -0.08, -0.20, -0.09, -0.10, -0.13, -0.10, -0.28, 0.06, 0.08, 0.09, 0.09, 0.09, 0.05, -0.41, 0.24, -0.39, -0.56, -0.44]}

---

# 2
{"formula": "C28H26BCl2N2O4", "method": "wB97M-V/def2-TZVPD", "energy_ha": -2438.34672, "e_above_lowest_kj_mol": 0.0, "total_charge": -1, "molar_mass_g_mol": 536.24, "homo_energy_ev": -4.20, "species": ["N", "C", "C", "C", "C", "N", "C", "O", "C", "Cl", "C", "Cl", "C", "O", "C", "C", "C", "C", "C", "C", "O", "B", "C", "C", "C", "C", "C", "C", "C", "C", "C", "C", "C", "C", "C", "C", "O", "H", "H", "H", "H", "H", "H", "H", "H", "H", "H", "H", "H", "H", "H", "H", "H", "H", "H", "H", "H", "H", "H", "H", "H", "H", "H"], "xyz": [[-2.58416, -1.35690, 4.80627], [-1.59531, -0.75805, 4.61962], [-0.38694, -0.01821, 4.46299], [-0.38197, 1.33469, 4.69374], [-1.59084, 2.07365, 4.82127], [-2.58006, 2.68901, 4.94414], [0.86050, 2.12041, 4.84719], [0.81695, 3.34229, 4.97829], [2.12270, 1.33746, 4.85868], [3.54878, 2.24764, 5.00948], [2.11792, -0.02715, 4.80138], [3.53864, -0.95184, 4.94033], [0.85982, -0.80489, 4.64658], [0.81408, -2.03116, 4.74077], [1.39856, -2.11598, -1.20473], [0.01106, -2.50725, -0.73075], [0.07317, -3.83208, 0.02644], [-0.77503, -1.37665, 0.11803], [-0.50644, -1.38895, 1.60936], [-0.47410, 0.02306, -0.40648], [-2.13410, -1.69872, -0.10728], [-2.14679, -2.32817, -1.40317], [-3.00841, -3.72766, -1.34525], [-2.70734, -4.77687, -2.21106], [-3.48843, -5.94702, -2.20248], [-4.53763, -6.08482, -1.28525], [-4.78738, -5.05676, -0.36723], [-4.00128, -3.89211, -0.38350], [-2.89418, -1.13009, -2.45220], [-4.20234, -1.66328, -2.97236], [-1.93121, -0.79331, -3.54671], [-1.55882, 0.53752, -3.79521], [-0.67555, 0.85162, -4.83212], [-0.18204, -0.15051, -5.66947], [-0.60066, -1.47001, -5.46844], [-1.47364, -1.78505, -4.43007], [-0.82393, -2.67398, -1.85268], [2.06228, -1.94201, -0.35000], [1.81664, -2.93672, -1.79481], [1.37185, -1.22511, -1.83788], [0.78373, -3.77162, 0.85864], [-0.91374, -4.11076, 0.41732], [0.41249, -4.61568, -0.66013], [0.55240, -1.18851, 1.82101], [-1.09454, -0.60265, 2.09503], [-0.78472, -2.34094, 2.07573], [0.55044, 0.31305, -0.14919], [-0.59503, 0.09293, -1.49578], [-1.15837, 0.74213, 0.05983], [-1.87860, -4.69881, -2.91722], [-3.26176, -6.73764, -2.92276], [-5.15430, -6.98622, -1.28334], [-5.59118, -5.14232, 0.36794], [-4.19814, -3.10215, 0.34303], [-3.07259, -0.25394, -1.81730], [-4.88767, -1.89167, -2.15271], [-4.67590, -0.92248, -3.62957], [-4.04096, -2.57546, -3.55670], [-1.97778, 1.32601, -3.16175], [-0.38762, 1.89052, -4.98657], [0.50248, 0.08804, -6.48519], [-0.25077, -2.26932, -6.11957], [-1.81476, -2.81367, -4.30614]], "forces_ev_per_angstrom": [[2.3, 1.4, -0.4], [-2.6, -1.6, 0.0], [-0.1, 1.5, 1.6], [-0.3, -1.4, -0.6], [-2.6, 1.6, 0.2], [2.3, -1.5, -0.3], [0.1, 1.8, 0.0], [0.2, -2.1, -0.2], [0.1, -1.1, 0.0], [0.1, 0.0, 0.0], [0.2, 1.1, 0.0], [0.0, 0.1, -0.1], [0.0, -2.2, -0.1], [0.2, 2.4, -0.2], [0.1, 0.1, 0.1], [-0.4, 0.4, 0.4], [0.1, 0.0, 0.3], [0.2, -0.5, -0.3], [0.2, -0.3, 0.4], [0.1, 0.2, -0.3], [1.3, 0.1, 1.2], [-2.5, -0.1, -1.6], [0.5, 0.8, 0.3], [-0.9, -0.8, 0.0], [0.2, 0.3, 0.1], [0.1, 0.2, 0.0], [0.3, 0.2, 0.0], [-0.7, -0.9, -0.3], [1.2, -1.1, 0.5], [-0.4, 0.3, -0.6], [-0.9, 0.4, -0.4], [0.3, -0.3, -0.1], [0.0, -0.1, 0.0], [-0.1, 0.0, 0.1], [-0.2, 0.1, 0.2], [0.2, 0.3, -0.2], [1.2, 0.6, 0.4], [0.0, 0.1, -0.1], [0.0, 0.0, 0.0], [0.0, -0.1, 0.1], [0.0, -0.1, 0.0], [0.2, 0.1, -0.1], [-0.1, 0.1, 0.1], [0.0, -0.1, -0.1], [-0.1, 0.0, -0.2], [0.1, 0.1, -0.1], [0.0, 0.1, -0.1], [0.1, -0.1, 0.3], [0.0, -0.1, 0.0], [-0.2, 0.1, 0.2], [-0.1, 0.1, 0.3], [0.2, 0.2, 0.0], [0.2, -0.1, -0.2], [0.1, -0.1, -0.2], [0.0, 0.0, -0.2], [0.0, -0.1, -0.1], [-0.2, -0.1, -0.1], [-0.2, 0.0, 0.1], [0.2, -0.2, -0.2], [0.0, -0.2, 0.0], [-0.2, 0.0, 0.2], [0.0, 0.2, 0.0], [0.2, 0.3, 0.1]], "lowdin_charge": [0.24, -0.16, -0.09, -0.07, -0.13, 0.22, -0.35, 0.12, -0.60, 0.78, -0.59, 0.78, -0.35, 0.12, -0.02, -0.48, -0.01, -0.47, -0.02, -0.01, 0.05, -0.83, -0.11, -0.05, -0.10, -0.13, -0.10, -0.06, -0.20, -0.08, -0.21, -0.06, -0.11, -0.13, -0.10, -0.03, 0.03, 0.08, 0.09, 0.08, 0.08, 0.10, 0.09, 0.09, 0.07, 0.10, 0.08, 0.07, 0.09, 0.10, 0.09, 0.08, 0.09, 0.11, 0.12, 0.08, 0.07, 0.08, 0.11, 0.09, 0.08, 0.09, 0.11]}

---

# 3
{"formula": "C15H28N6O4OsSe3", "method": "wB97M-V/def2-TZVPD", "energy_ha": -8512.01720, "e_above_lowest_kj_mol": 296.2, "total_charge": 2, "molar_mass_g_mol": 783.54, "homo_energy_ev": [-14.09, -14.09], "species": ["Os", "C", "Se", "C", "C", "Se", "C", "H", "H", "H", "H", "H", "H", "H", "H", "H", "H", "C", "C", "N", "C", "C", "C", "O", "C", "C", "C", "C", "N", "C", "H", "H", "H", "H", "H", "H", "H", "H", "H", "H", "H", "H", "H", "H", "O", "N", "O", "O", "N", "N", "H", "H", "H", "H", "Se", "C", "N"], "xyz": [[0.02680, -0.35460, 0.37090], [-0.13010, 4.43350, 0.94610], [0.36850, 2.93790, -0.21190], [-1.00530, 3.20070, -1.59180], [-2.40440, 2.93450, -1.08770], [-2.67800, 1.07390, -0.47880], [-2.97940, 0.23230, -2.19320], [-0.29530, 5.30160, 0.31290], [0.70180, 4.62660, 1.61810], [-1.02680, 4.20410, 1.51560], [-0.73370, 2.53640, -2.41300], [-0.91230, 4.23670, -1.92900], [-3.13710, 3.12390, -1.87570], [-2.64460, 3.56370, -0.22840], [-3.73810, 0.79000, -2.73520], [-3.33870, -0.77560, -2.00530], [-2.05360, 0.19240, -2.76120], [3.17170, 0.61220, 4.94900], [4.26890, 1.00750, 3.95820], [5.10310, -0.11710, 3.61960], [6.05110, -0.59440, 4.61080], [5.65340, -1.92760, 5.24480], [5.11690, -0.72960, 2.41050], [5.86910, -1.64060, 2.14520], [4.21570, -0.21640, 1.31130], [4.82950, 0.09670, 0.09830], [4.03540, 0.47850, -0.96860], [2.66170, 0.51840, -0.80380], [2.05410, 0.16960, 0.33890], [2.82990, -0.20410, 1.36780], [2.49640, 1.44600, 5.11940], [3.60820, 0.33970, 5.90510], [2.60830, -0.24160, 4.57700], [4.89380, 1.78490, 4.40870], [3.83540, 1.41950, 3.04420], [6.16260, 0.17730, 5.37240], [7.00840, -0.73760, 4.09960], [4.70770, -1.84460, 5.77450], [6.42290, -2.22460, 5.95120], [5.57310, -2.70100, 4.48640], [5.90450, 0.02420, 0.00970], [4.47690, 0.72670, -1.92140], [2.02100, 0.83200, -1.62160], [2.32650, -0.53820, 2.26560], [0.11510, -0.65200, -1.75280], [0.63930, -1.82310, -1.90310], [0.77630, -2.27170, -2.98800], [0.96020, -2.37630, -0.84990], [-1.65930, 0.77000, 2.51430], [-0.32670, 0.21640, 2.49810], [-1.85840, 1.25610, 3.38830], [-2.34200, 0.01960, 2.41350], [-0.21340, -0.55390, 3.17810], [0.31090, 0.97050, 2.77780], [-2.22950, -4.23950, -0.24540], [-1.79600, -2.64340, 0.19350], [-1.47440, -1.52740, 0.45460]], "forces_ev_per_angstrom": [[-1.1, 2.1, -2.8], [-0.2, -0.3, 0.1], [0.0, -0.3, -0.2], [0.3, -0.1, 0.2], [0.0, -0.3, 0.2], [0.7, 0.1, 0.2], [0.2, 0.0, -0.1], [0.0, 0.0, -0.1], [0.0, 0.0, 0.0], [0.0, 0.0, 0.0], [0.0, 0.1, 0.0], [0.1, -0.1, 0.0], [0.0, -0.1, 0.1], [-0.1, -0.1, -0.1], [-0.1, 0.1, 0.1], [0.0, 0.0, 0.1], [0.0, 0.0, 0.0], [0.2, 0.3, -0.2], [-0.4, 0.1, 0.3], [-0.2, -0.1, -0.7], [0.5, -0.7, 0.2], [0.0, 0.3, -0.1], [0.1, 0.4, 0.7], [0.1, -0.3, -0.4], [-0.2, -0.1, -0.3], [-0.3, 0.0, 0.2], [-0.2, 0.1, 0.2], [0.2, 0.2, -0.9], [-0.1, -0.8, 0.2], [0.6, -0.1, 0.6], [-0.1, 0.1, 0.1], [0.0, -0.1, 0.1], [-0.1, -0.2, 0.0], [0.0, 0.0, -0.1], [0.1, 0.1, 0.1], [0.0, 0.0, -0.1], [0.0, 0.2, 0.1], [-0.1, 0.0, 0.1], [0.0, -0.1, 0.1], [0.0, 0.0, -0.1], [0.0, 0.0, 0.0], [-0.1, 0.1, -0.1], [0.1, -0.1, 0.1], [0.0, 0.0, 0.0], [-0.5, 1.3, 1.2], [-0.1, 0.3, -1.2], [0.1, -0.3, -0.2], [0.2, -0.1, 2.4], [-0.2, 0.3, 0.3], [0.2, -0.6, -0.4], [0.2, -0.3, 0.0], [0.3, 0.0, 0.0], [0.0, 0.5, -0.3], [-0.2, -0.3, -0.2], [0.0, 0.3, 0.2], [-0.6, -1.4, -0.5], [0.7, 0.2, 0.7]], "lowdin_charge": [1.40, -0.33, 0.98, -0.50, -0.48, 1.04, -0.33, 0.05, 0.03, 0.03, 0.07, 0.09, 0.09, 0.07, 0.05, 0.03, 0.03, -0.07, -0.20, -0.06, -0.18, -0.05, -0.42, 0.11, -0.07, 0.07, 0.02, -0.16, -0.17, -0.07, 0.07, 0.08, 0.06, 0.13, 0.11, 0.13, 0.13, 0.06, 0.09, 0.07, 0.15, 0.13, 0.10, 0.11, -0.20, -0.54, 0.19, 0.00, -0.06, -0.16, 0.10, 0.07, 0.12, 0.10, 0.97, -0.86, -0.22]}